# 1
Below is a 11-piece molecular cluster, C22H66O11 overall at a distorted geometry, with properties calculated with ωB97M-V/def2-TZVPD.

CARTESIAN COORDINATES (ANGSTROEM)
C -3.4867 -2.3409 1.2676
C -3.6010 -3.7678 0.8045
O -4.2798 -4.5973 1.7542
H -4.4721 -1.8893 1.3954
H -2.8406 -1.7343 0.6345
H -3.0409 -2.2879 2.2708
H -2.6133 -4.1937 0.5895
H -4.1537 -3.8427 -0.1331
H -3.6298 -4.8891 2.3993
C -1.5970 4.3785 -3.7207
C -0.7051 3.3211 -3.1392
O -1.4345 2.5583 -2.1623
H -2.5422 4.0040 -4.1123
H -1.0542 4.8874 -4.5237
H -1.8595 5.1479 -2.9893
H 0.1680 3.7687 -2.6604
H -0.3653 2.6443 -3.9313
H -0.8076 1.9786 -1.7104
C -1.6794 3.0582 4.4987
C -0.7019 2.3593 3.5669
O -0.3212 1.0799 4.0430
H -2.1680 3.8979 3.9935
H -1.2172 3.4458 5.4062
H -2.4867 2.3842 4.7969
H 0.1984 2.9520 3.4195
H -1.1642 2.2897 2.5719
H -1.0235 0.4544 3.8454
C -5.8557 0.4494 -1.4952
C -4.5352 1.1491 -1.2879
O -4.0393 1.5900 -2.5432
H -6.2292 0.0512 -0.5503
H -5.7267 -0.4044 -2.1671
H -6.5932 1.1081 -1.9511
H -3.8370 0.4489 -0.7999
H -4.6609 1.9927 -0.5954
H -3.1377 1.9249 -2.4143
C 0.6486 -4.2295 0.8994
C 0.7998 -5.7045 0.6979
O -0.1959 -6.3179 1.5036
H -0.3422 -3.8989 0.5984
H 1.4398 -3.6413 0.4309
H 0.7925 -4.0201 1.9661
H 1.8078 -6.0227 0.9759
H 0.6112 -5.9420 -0.3569
H -0.1343 -7.2744 1.4319
C 2.9049 3.1525 2.4167
C 4.4040 3.2287 2.5915
O 4.7256 4.1074 3.7039
H 2.4565 4.1311 2.2410
H 2.4461 2.6892 3.2909
H 2.7000 2.4956 1.5704
H 4.9442 3.5719 1.7091
H 4.7395 2.2149 2.8473
H 5.6827 4.1652 3.7515
C 2.3731 -1.9084 4.0169
C 1.3667 -2.0974 5.1394
O 1.8663 -2.8470 6.2297
H 2.6999 -2.9172 3.7285
H 3.2742 -1.4059 4.3816
H 1.9653 -1.3828 3.1601
H 0.4915 -2.6183 4.7218
H 0.9671 -1.1205 5.4383
H 2.7921 -3.0454 6.0685
C 1.3031 -0.7802 -4.3565
C 2.4351 -0.0452 -3.6888
O 1.9830 0.7275 -2.5761
H 0.4978 -0.1191 -4.6785
H 0.9113 -1.5582 -3.6970
H 1.6385 -1.2857 -5.2699
H 2.9005 0.6711 -4.3689
H 3.2004 -0.7411 -3.3348
H 1.1264 0.3958 -2.2731
C 6.0143 1.5178 -2.0635
C 5.2961 2.4342 -1.0970
O 4.1617 1.8620 -0.5167
H 5.2979 1.0914 -2.7731
H 6.5300 0.7004 -1.5629
H 6.7331 2.0770 -2.6683
H 5.0740 3.4017 -1.5760
H 5.9616 2.7405 -0.2826
H 3.4846 1.7077 -1.1878
C 0.8961 0.4477 0.5063
C -0.4478 -0.0751 0.0809
O -0.5861 0.0895 -1.3579
H 1.0125 1.5042 0.2586
H 1.7105 -0.1445 0.0962
H 0.9790 0.4068 1.5997
H -1.2806 0.4461 0.5598
H -0.5403 -1.1478 0.2708
H -1.3713 -0.4222 -1.6069
C -2.6551 -0.8812 -4.3170
C -3.3179 -1.5344 -3.1147
O -2.3805 -2.0084 -2.1310
H -1.6388 -1.2705 -4.4404
H -2.4912 0.1932 -4.1893
H -3.2083 -1.0619 -5.2356
H -3.9487 -2.3714 -3.4472
H -4.0365 -0.9058 -2.5873
H -1.9776 -2.8015 -2.4978

Summary:
* HOMO energy: -9.897 eV
* ΔE to the lowest compared entry with this formula, charge and spin: 51.91 kcal per mole
* orbital gap: 10.17 eV
* structure (SMILES): CCO.CCO.CCO.CCO.CCO.CCO.CCO.CCO.CCO.CCO.CCO
* E: -46404.4922 eV
* total charge: 0

Let us look at the Löwdin charges, expressed in e, one per atom: atom 1 (C): -0.0856, atom 2 (C): -0.3175, atom 3 (O): -0.0756, atom 4 (H): 0.0764, atom 5 (H): 0.0385, atom 6 (H): 0.0759, atom 7 (H): 0.0927, atom 8 (H): 0.1092, atom 9 (H): 0.0794, atom 10 (C): -0.0865, atom 11 (C): -0.2923, atom 12 (O): -0.1096, atom 13 (H): 0.0765, atom 14 (H): 0.0782, atom 15 (H): 0.0789, atom 16 (H): 0.1162, atom 17 (H): 0.1085, atom 18 (H): 0.0507, atom 19 (C): -0.0843, atom 20 (C): -0.3240, atom 21 (O): -0.0861, atom 22 (H): 0.0743, atom 23 (H): 0.0739, atom 24 (H): 0.0729, atom 25 (H): 0.0911, atom 26 (H): 0.1044, atom 27 (H): 0.0801, atom 28 (C): -0.0847, atom 29 (C): -0.3338, atom 30 (O): -0.0909, atom 31 (H): 0.0779, atom 32 (H): 0.0585, atom 33 (H): 0.0796, atom 34 (H): 0.0972, atom 35 (H): 0.1157, atom 36 (H): 0.0340, atom 37 (C): -0.0928, atom 38 (C): -0.3313, atom 39 (O): -0.0790, atom 40 (H): 0.0527, atom 41 (H): 0.0800, atom 42 (H): 0.0714, atom 43 (H): 0.1123, atom 44 (H): 0.1105, atom 45 (H): 0.0830, atom 46 (C): -0.0878, atom 47 (C): -0.2987, atom 48 (O): -0.0927, atom 49 (H): 0.0827, atom 50 (H): 0.0683, atom 51 (H): 0.0451, atom 52 (H): 0.0944, atom 53 (H): 0.1125, atom 54 (H): 0.0692, atom 55 (C): -0.0889, atom 56 (C): -0.3345, atom 57 (O): -0.0677, atom 58 (H): 0.0731, atom 59 (H): 0.0781, atom 60 (H): 0.0576, atom 61 (H): 0.1041, atom 62 (H): 0.1006, atom 63 (H): 0.0727, atom 64 (C): -0.0905, atom 65 (C): -0.3041, atom 66 (O): -0.1067, atom 67 (H): 0.0696, atom 68 (H): 0.0752, atom 69 (H): 0.0813, atom 70 (H): 0.1114, atom 71 (H): 0.1101, atom 72 (H): 0.0325, atom 73 (C): -0.0800, atom 74 (C): -0.3466, atom 75 (O): -0.0810, atom 76 (H): 0.0616, atom 77 (H): 0.0742, atom 78 (H): 0.0744, atom 79 (H): 0.1144, atom 80 (H): 0.1015, atom 81 (H): 0.0565, atom 82 (C): -0.0750, atom 83 (C): -0.2607, atom 84 (O): -0.1289, atom 85 (H): 0.0785, atom 86 (H): 0.0830, atom 87 (H): 0.0662, atom 88 (H): 0.1095, atom 89 (H): 0.1028, atom 90 (H): 0.0544, atom 91 (C): -0.0571, atom 92 (C): -0.2725, atom 93 (O): -0.0964, atom 94 (H): 0.0583, atom 95 (H): 0.0665, atom 96 (H): 0.0780, atom 97 (H): 0.1178, atom 98 (H): 0.0601, atom 99 (H): 0.0968

# 2
Below is a 11-piece molecular cluster, C22H66O11 overall at a distorted geometry, with properties calculated with ωB97M-V/def2-TZVPD.

CARTESIAN COORDINATES (ANGSTROEM)
C 1.4911 0.8803 4.4606
C 1.2808 2.3513 4.1668
O 2.4901 3.0876 4.3152
H 1.5366 0.6801 5.5377
H 2.3539 0.4074 3.9890
H 0.6158 0.2655 4.2234
H 0.4587 2.7431 4.7634
H 1.0090 2.4848 3.1098
H 3.2304 2.4900 4.2028
C 0.9600 0.1018 0.9322
C -0.0217 -0.1458 -0.1897
O -0.4958 -1.5240 -0.0894
H 0.4660 -0.1044 1.8819
H 1.4414 1.0788 0.9557
H 1.7628 -0.6322 0.8094
H 0.4438 -0.0263 -1.1707
H -0.9506 0.4267 -0.1245
H -0.8030 -1.6406 -0.9991
C 3.2991 -1.7520 -1.8640
C 4.5721 -1.4035 -1.1211
O 4.3828 -1.5391 0.2751
H 3.4786 -1.5646 -2.9285
H 2.4561 -1.0995 -1.6244
H 2.9912 -2.7874 -1.7332
H 4.8941 -0.3946 -1.4016
H 5.3677 -2.0881 -1.4395
H 4.8351 -0.8393 0.7535
C -3.9801 -0.0586 -1.2412
C -2.9920 0.6561 -2.1681
O -1.9809 -0.2695 -2.5613
H -3.5653 -0.9458 -0.7632
H -4.8931 -0.3613 -1.7514
H -4.2581 0.6454 -0.4561
H -2.6034 1.5447 -1.6639
H -3.5229 1.0154 -3.0577
H -1.3806 0.2111 -3.1625
C -5.4086 -3.0336 -2.9073
C -4.4353 -2.3826 -3.8879
O -3.1057 -2.6065 -3.4379
H -5.1684 -2.6677 -1.9095
H -5.3690 -4.1201 -2.9365
H -6.4393 -2.7602 -3.1568
H -4.5814 -1.3108 -4.0237
H -4.5344 -2.9506 -4.8160
H -2.6728 -1.8114 -3.0739
C -2.1231 1.4468 3.1781
C -3.0334 1.9196 2.0728
O -2.7196 3.2522 1.6906
H -2.0534 2.2359 3.9362
H -1.0946 1.3399 2.8273
H -2.4152 0.5050 3.6326
H -4.1016 1.8499 2.3140
H -2.9429 1.3210 1.1645
H -2.5880 3.8469 2.4316
C 1.9696 3.5869 -0.5171
C 2.6592 2.6034 -1.4431
O 2.0919 2.6491 -2.7569
H 0.8810 3.4748 -0.5569
H 2.1503 4.6531 -0.6539
H 2.1922 3.3012 0.5157
H 2.4346 1.6526 -0.9468
H 3.7361 2.7059 -1.5728
H 2.7746 2.6451 -3.4299
C -1.5490 3.7032 -3.7571
C -0.8199 2.6581 -4.5872
O -0.2711 1.5957 -3.8234
H -0.8845 4.3235 -3.1608
H -2.2974 3.2148 -3.1267
H -2.2147 4.3102 -4.3779
H -0.0376 3.1714 -5.1551
H -1.5247 2.2232 -5.2953
H 0.4788 1.9389 -3.3067
C -0.4371 -2.5594 4.5564
C -1.1010 -2.7890 3.2123
O -1.5944 -1.5607 2.6461
H -1.0336 -1.8679 5.1501
H 0.5521 -2.1103 4.4340
H -0.3083 -3.5126 5.0691
H -2.0277 -3.3400 3.4101
H -0.5046 -3.2772 2.4426
H -1.2228 -1.4959 1.7582
C -1.9372 -5.0776 -0.0504
C -0.8253 -5.2387 -1.0696
O -0.9956 -6.5254 -1.7079
H -1.7029 -4.2117 0.5738
H -2.1812 -5.9411 0.5577
H -2.7928 -4.7576 -0.6509
H 0.1698 -5.2844 -0.6148
H -0.8362 -4.4757 -1.8488
H -0.6145 -6.4851 -2.5880
C 4.6522 2.6096 2.3519
C 5.6713 2.2418 1.2768
O 6.1364 0.9176 1.5141
H 4.4202 3.6665 2.1894
H 4.9934 2.4407 3.3732
H 3.7207 2.0549 2.2368
H 6.5202 2.9302 1.1969
H 5.1975 2.3609 0.3000
H 6.7291 0.9099 2.2690

Summary:
* HOMO energy: -9.454 eV
* ΔE to the lowest compared entry with this formula, charge and spin: 66.07 kcal per mole
* orbital gap: 9.69 eV
* structure (SMILES): CCO.CCO.CCO.CCO.CCO.CCO.CCO.CCO.CCO.CCO.CCO
* E: -46403.8782 eV
* total charge: 0

Let us look at the Löwdin charges, expressed in e, one per atom: atom 1 (C): -0.0906, atom 2 (C): -0.3052, atom 3 (O): -0.0928, atom 4 (H): 0.0830, atom 5 (H): 0.0795, atom 6 (H): 0.0465, atom 7 (H): 0.1105, atom 8 (H): 0.0916, atom 9 (H): 0.0227, atom 10 (C): -0.0600, atom 11 (C): -0.2697, atom 12 (O): -0.0995, atom 13 (H): 0.0504, atom 14 (H): 0.0520, atom 15 (H): 0.0786, atom 16 (H): 0.0966, atom 17 (H): 0.1019, atom 18 (H): 0.0707, atom 19 (C): -0.0791, atom 20 (C): -0.3235, atom 21 (O): -0.0778, atom 22 (H): 0.0763, atom 23 (H): 0.0494, atom 24 (H): 0.0777, atom 25 (H): 0.1049, atom 26 (H): 0.1089, atom 27 (H): 0.0473, atom 28 (C): -0.0599, atom 29 (C): -0.2842, atom 30 (O): -0.1186, atom 31 (H): 0.0843, atom 32 (H): 0.0629, atom 33 (H): 0.0611, atom 34 (H): 0.0976, atom 35 (H): 0.1141, atom 36 (H): 0.0722, atom 37 (C): -0.0921, atom 38 (C): -0.3140, atom 39 (O): -0.1105, atom 40 (H): 0.0543, atom 41 (H): 0.0718, atom 42 (H): 0.0711, atom 43 (H): 0.1022, atom 44 (H): 0.1050, atom 45 (H): 0.0280, atom 46 (C): -0.0816, atom 47 (C): -0.3095, atom 48 (O): -0.0853, atom 49 (H): 0.0767, atom 50 (H): 0.0461, atom 51 (H): 0.0666, atom 52 (H): 0.1133, atom 53 (H): 0.0811, atom 54 (H): 0.0742, atom 55 (C): -0.0688, atom 56 (C): -0.2783, atom 57 (O): -0.0844, atom 58 (H): 0.0827, atom 59 (H): 0.0783, atom 60 (H): 0.0549, atom 61 (H): 0.0877, atom 62 (H): 0.1089, atom 63 (H): 0.0980, atom 64 (C): -0.0765, atom 65 (C): -0.2957, atom 66 (O): -0.1034, atom 67 (H): 0.0732, atom 68 (H): 0.0518, atom 69 (H): 0.0773, atom 70 (H): 0.1101, atom 71 (H): 0.1141, atom 72 (H): 0.0501, atom 73 (C): -0.0839, atom 74 (C): -0.2940, atom 75 (O): -0.1144, atom 76 (H): 0.0762, atom 77 (H): 0.0601, atom 78 (H): 0.0733, atom 79 (H): 0.1086, atom 80 (H): 0.1082, atom 81 (H): 0.0257, atom 82 (C): -0.0694, atom 83 (C): -0.3027, atom 84 (O): -0.1001, atom 85 (H): 0.0500, atom 86 (H): 0.0781, atom 87 (H): 0.0713, atom 88 (H): 0.1043, atom 89 (H): 0.1043, atom 90 (H): 0.0707, atom 91 (C): -0.0872, atom 92 (C): -0.2857, atom 93 (O): -0.0783, atom 94 (H): 0.0904, atom 95 (H): 0.0792, atom 96 (H): 0.0599, atom 97 (H): 0.1143, atom 98 (H): 0.0931, atom 99 (H): 0.0910